No. 1
{"formula": "C22H19N5PdS", "method": "wB97M-V/def2-TZVPD", "symbols": ["Pd", "C", "C", "C", "C", "N", "C", "C", "C", "C", "C", "C", "N", "C", "C", "C", "C", "C", "N", "H", "H", "H", "H", "H", "H", "H", "H", "H", "H", "H", "N", "C", "S", "N", "C", "C", "C", "C", "C", "C", "H", "H", "H", "H", "H", "H", "H", "H"], "xyz": [[-0.381, 0.259, 1.219], [-4.454, -0.791, 0.062], [-5.186, 0.080, 0.851], [-4.509, 0.961, 1.685], [-3.129, 0.953, 1.705], [-2.412, 0.105, 0.916], [-3.074, -0.746, 0.126], [-2.321, 1.810, 2.593], [-2.784, 2.767, 3.476], [-1.863, 3.453, 4.259], [-0.505, 3.175, 4.160], [-0.089, 2.209, 3.261], [-1.002, 1.572, 2.511], [1.291, 1.751, 3.021], [2.383, 2.202, 3.732], [3.640, 1.675, 3.460], [3.763, 0.708, 2.478], [2.630, 0.301, 1.798], [1.417, 0.805, 2.050], [-4.940, -1.505, -0.587], [-6.268, 0.070, 0.831], [-5.060, 1.638, 2.322], [-2.474, -1.427, -0.462], [-3.839, 2.982, 3.563], [-2.207, 4.205, 4.957], [0.206, 3.705, 4.777], [2.263, 2.949, 4.503], [4.505, 2.013, 4.015], [4.719, 0.262, 2.243], [2.691, -0.461, 1.034], [-0.134, -0.077, -2.558], [0.262, -1.150, -1.905], [0.417, -1.484, -0.302], [0.580, -2.319, -2.757], [1.423, -2.464, -3.734], [1.519, -3.824, -4.333], [2.313, -4.026, -5.403], [3.071, -2.928, -5.909], [3.039, -1.608, -5.321], [2.252, -1.366, -4.258], [-0.381, 0.754, -2.030], [-0.390, -0.081, -3.538], [0.102, -3.164, -2.427], [0.923, -4.626, -3.906], [2.389, -4.998, -5.877], [3.712, -3.090, -6.775], [3.667, -0.833, -5.746], [2.226, -0.395, -3.779]], "forces_ev_per_angstrom": [[0.0, 0.0, 0.0], [0.0, 0.0, 0.0], [0.0, 0.0, 0.0], [0.0, 0.0, 0.0], [0.0, 0.0, 0.0], [0.0, 0.0, 0.0], [0.0, 0.0, 0.0], [0.0, 0.0, 0.0], [0.0, 0.0, 0.0], [0.0, 0.0, 0.0], [0.0, 0.0, 0.0], [0.0, 0.0, 0.0], [0.0, 0.0, 0.0], [0.0, 0.0, 0.0], [0.0, 0.0, 0.0], [0.0, 0.0, 0.0], [0.0, 0.0, 0.0], [0.0, 0.0, 0.0], [0.0, 0.0, 0.0], [0.0, 0.0, 0.0], [0.0, 0.0, 0.0], [0.0, 0.0, 0.0], [0.0, 0.0, 0.0], [0.0, 0.0, 0.0], [0.0, 0.0, 0.0], [0.0, 0.0, 0.0], [0.0, 0.0, 0.0], [0.0, 0.0, 0.0], [0.0, 0.0, 0.0], [0.0, 0.0, 0.0], [0.0, 0.0, 0.0], [-0.1, 0.0, 0.1], [0.0, 0.0, 0.0], [0.1, 0.0, -0.1], [0.0, 0.0, 0.0], [0.0, 0.0, 0.0], [0.0, 0.0, 0.0], [0.0, 0.0, 0.0], [0.0, 0.0, 0.0], [0.0, 0.0, 0.0], [0.0, 0.0, 0.0], [0.0, 0.0, 0.0], [0.0, 0.0, 0.0], [0.0, 0.0, 0.0], [0.0, 0.0, 0.0], [0.0, 0.0, 0.0], [0.0, 0.0, 0.0], [0.0, 0.0, 0.0]], "mulliken_charge": [1.2315, -0.9420, -0.5146, -0.6408, 1.1807, -0.0100, 0.1321, -0.1236, -0.4085, -0.9625, -0.4100, -0.1648, -0.6306, 1.1648, -0.5849, -0.5012, -0.8876, 0.1047, -0.0892, 0.4207, 0.4902, 0.4048, 0.3905, 0.4396, 0.4722, 0.4494, 0.3971, 0.4908, 0.4159, 0.3837, -0.2757, 0.2268, -0.0765, -0.0251, 1.1638, -0.2112, -0.8365, -0.0574, -0.8272, -0.0567, 0.2241, 0.2921, 0.3812, 0.4160, 0.4928, 0.4684, 0.4853, 0.5174], "energy_ha": -1648.0735, "orbital_gap_ev": 2.446, "relative_energy_ev": 0.0000, "homo_ev": -19.292, "total_charge": 4, "lumo_energy_ev": -16.846}

***

No. 2
{"formula": "C22H19NO6", "method": "wB97M-V/def2-TZVPD", "symbols": ["C", "O", "C", "C", "C", "C", "C", "O", "C", "O", "C", "O", "C", "N", "C", "O", "C", "C", "C", "C", "O", "C", "C", "C", "C", "C", "C", "C", "C", "H", "H", "H", "H", "H", "H", "H", "H", "H", "H", "H", "H", "H", "H", "H", "H", "H", "H", "H"], "xyz": [[-4.768, -3.786, 1.733], [-5.069, -3.232, 0.472], [-4.324, -2.203, 0.012], [-3.260, -1.616, 0.695], [-2.555, -0.574, 0.126], [-2.897, -0.086, -1.134], [-2.199, 1.021, -1.796], [-2.685, 1.654, -2.708], [-0.797, 1.397, -1.288], [-0.052, 0.213, -0.996], [1.244, 0.208, -1.293], [1.852, 1.117, -1.790], [1.864, -1.136, -0.934], [3.299, -1.063, -0.950], [4.012, -1.190, 0.202], [3.518, -1.551, 1.254], [5.444, -0.905, 0.052], [6.453, -0.978, 0.979], [7.632, -0.590, 0.309], [7.258, -0.309, -0.972], [5.944, -0.494, -1.139], [-0.928, 2.316, -0.090], [-1.704, 3.463, -0.211], [-1.841, 4.325, 0.862], [-1.203, 4.052, 2.061], [-0.424, 2.915, 2.180], [-0.287, 2.047, 1.111], [-3.981, -0.666, -1.806], [-4.678, -1.709, -1.250], [-3.753, -4.195, 1.759], [-4.886, -3.049, 2.532], [-5.485, -4.592, 1.878], [-2.975, -1.963, 1.676], [-1.748, -0.129, 0.681], [-0.287, 1.944, -2.095], [1.556, -1.437, 0.071], [1.501, -1.883, -1.650], [3.723, -0.588, -1.733], [6.345, -1.274, 2.001], [8.619, -0.529, 0.720], [7.819, 0.022, -1.824], [-2.197, 3.676, -1.148], [-2.446, 5.213, 0.759], [-1.310, 4.726, 2.897], [0.084, 2.699, 3.108], [0.331, 1.167, 1.215], [-4.251, -0.278, -2.776], [-5.508, -2.168, -1.764]], "forces_ev_per_angstrom": [[0.1, -0.1, 0.2], [-0.1, 0.1, -0.3], [0.1, 0.3, -0.2], [-0.2, -0.3, 0.2], [-0.1, 0.2, -0.3], [-0.5, -0.4, 0.1], [0.5, 0.0, 0.0], [0.1, 0.0, 0.0], [0.0, 0.6, -0.5], [-0.5, -0.1, 0.2], [0.7, -0.2, -0.1], [-0.1, 0.0, 0.0], [0.0, 0.0, 0.1], [-0.1, 0.1, -0.3], [-0.2, -0.1, -0.4], [0.2, 0.0, 0.2], [0.7, -0.1, 1.1], [-0.8, 0.0, -0.5], [0.0, 0.1, -0.6], [0.7, 0.0, 0.5], [-0.5, 0.0, -0.3], [0.2, -0.1, 0.1], [0.0, -0.1, 0.0], [0.0, 0.0, 0.0], [0.0, 0.0, 0.1], [0.0, 0.0, 0.1], [0.0, 0.0, -0.1], [0.2, 0.1, 0.1], [-0.1, -0.2, 0.2], [0.0, 0.0, 0.0], [0.0, 0.0, 0.0], [0.1, 0.1, 0.0], [0.0, 0.0, 0.1], [0.1, 0.0, 0.1], [-0.2, -0.2, 0.2], [0.0, 0.0, -0.2], [-0.1, 0.1, 0.1], [0.0, 0.0, 0.1], [-0.1, -0.1, 0.2], [0.2, 0.0, 0.0], [0.0, 0.0, -0.2], [-0.1, 0.0, -0.1], [-0.1, 0.1, 0.0], [0.0, 0.1, 0.1], [0.0, 0.0, 0.1], [0.0, -0.1, 0.0], [0.0, 0.0, -0.1], [-0.1, -0.1, -0.1]], "mulliken_charge": [-0.8169, -0.4575, 0.9734, -0.9114, -0.1747, 0.3667, 0.3456, -0.6268, 0.0713, -0.3026, 0.7392, -0.5994, -0.9806, -0.1429, 0.3239, -0.6818, 0.4780, -0.4671, -0.4084, -0.4126, -0.3193, 0.3984, -0.4854, -0.7460, -0.4239, -0.8882, -0.1785, -0.7657, -0.5913, 0.3328, 0.3296, 0.2392, 0.4139, 0.3576, 0.5681, 0.4497, 0.2287, 0.3547, 0.5066, 0.4414, 0.4534, 0.4801, 0.3925, 0.3907, 0.4075, 0.4338, 0.4745, 0.4296], "energy_ha": -1355.9503, "orbital_gap_ev": 9.140, "relative_energy_ev": 0.0336, "homo_ev": -8.824, "smiles": "COc1ccc(C(=O)[C@H](OC(=O)CNC(=O)c2ccco2)c2ccccc2)cc1", "total_charge": 0, "lumo_energy_ev": 0.315}

***

No. 3
{"formula": "C22H20BBrGaN2O6S3", "method": "wB97M-V/def2-TZVPD", "symbols": ["Ga", "C", "C", "C", "C", "C", "Br", "N", "C", "H", "H", "H", "H", "H", "H", "N", "H", "H", "H", "O", "B", "O", "C", "C", "C", "C", "C", "C", "H", "H", "H", "H", "O", "S", "O", "O", "S", "C", "C", "O", "S", "C", "C", "C", "C", "C", "C", "C", "C", "H", "H", "H", "H", "H", "H", "H"], "xyz": [[-0.892, 2.211, -0.189], [5.156, 1.953, 0.048], [4.050, 1.590, 0.990], [3.691, 2.407, 2.057], [2.589, 2.096, 2.828], [1.883, 0.960, 2.473], [0.220, 0.604, 3.338], [2.229, 0.121, 1.531], [3.295, 0.442, 0.799], [5.940, 2.522, 0.550], [4.751, 2.563, -0.763], [5.604, 1.063, -0.397], [4.254, 3.311, 2.260], [2.251, 2.732, 3.632], [3.546, -0.249, 0.000], [-1.381, 2.159, -2.344], [-1.176, 3.112, -2.634], [-2.287, 1.865, -2.685], [-0.642, 1.570, -2.718], [-3.786, 1.512, 0.341], [-2.850, 2.562, 0.484], [-3.546, 3.741, 0.772], [-4.873, 3.417, 0.807], [-5.952, 4.236, 1.049], [-7.211, 3.635, 1.017], [-7.357, 2.276, 0.757], [-6.253, 1.458, 0.517], [-5.016, 2.063, 0.547], [-5.822, 5.289, 1.252], [-8.090, 4.238, 1.200], [-8.349, 1.843, 0.745], [-6.353, 0.400, 0.317], [1.940, 4.945, -0.117], [1.142, 3.823, -0.530], [0.721, 2.942, 0.670], [-0.243, 4.168, -1.022], [2.018, 2.663, -1.890], [3.555, -7.936, -1.596], [2.856, -6.597, -1.526], [3.220, -5.637, -2.145], [1.457, -6.626, -0.422], [0.931, -4.940, -0.440], [1.150, -4.142, 0.678], [0.743, -2.821, 0.684], [0.115, -2.271, -0.437], [-0.099, -3.080, -1.556], [0.298, -4.404, -1.556], [-0.275, -0.896, -0.422], [-0.500, 0.292, -0.343], [3.770, -8.165, -2.638], [2.968, -8.737, -1.149], [4.501, -7.850, -1.061], [1.648, -4.560, 1.544], [0.920, -2.187, 1.541], [-0.584, -2.657, -2.425], [0.127, -5.026, -2.425]], "forces_ev_per_angstrom": [[-0.5, 0.1, 0.0], [0.1, 0.0, 0.0], [0.0, 0.0, 0.1], [0.0, 0.0, 0.0], [0.0, 0.0, 0.0], [0.1, 0.0, 0.0], [0.0, -0.1, 0.2], [0.0, 0.0, 0.0], [0.0, 0.0, 0.0], [0.0, 0.0, 0.0], [0.0, 0.0, 0.0], [0.0, 0.0, 0.0], [0.0, 0.0, 0.0], [0.0, 0.0, 0.0], [0.0, 0.0, 0.0], [0.2, 0.2, 0.0], [0.0, 0.0, 0.0], [0.0, -0.1, 0.1], [-0.1, 0.0, 0.0], [0.1, 0.1, 0.1], [0.0, -0.1, -0.3], [0.1, 0.0, 0.1], [0.0, 0.0, 0.1], [0.0, -0.1, 0.0], [0.0, 0.0, 0.0], [0.0, 0.0, 0.0], [0.0, 0.0, 0.0], [-0.1, 0.0, 0.0], [0.0, 0.0, 0.0], [0.0, 0.0, 0.0], [0.0, 0.0, 0.0], [0.0, 0.0, 0.0], [0.0, 0.0, 0.1], [-0.4, -0.2, 0.0], [0.2, -0.2, -0.2], [0.3, 0.2, -0.2], [-0.1, 0.2, 0.1], [0.0, 0.0, 0.0], [0.0, -0.1, 0.0], [0.0, 0.0, 0.0], [0.0, -0.1, 0.0], [0.0, 0.2, 0.0], [0.0, -0.1, 0.0], [0.0, 0.0, 0.0], [0.0, 0.0, 0.0], [0.0, 0.0, 0.0], [0.0, -0.1, 0.0], [0.1, 0.1, 0.0], [0.1, -0.2, 0.1], [0.0, 0.0, 0.0], [0.0, 0.0, 0.0], [0.0, 0.0, 0.0], [0.0, 0.0, 0.0], [0.0, 0.0, 0.0], [0.0, 0.0, 0.0], [0.0, 0.0, 0.0]], "mulliken_charge": [-1.0739, -1.2579, 0.7142, -0.2712, -0.5922, 0.1321, -0.1746, -0.0857, -0.6228, 0.3757, 0.2181, 0.3626, 0.3506, 0.4009, 0.3455, -0.5791, 0.3246, 0.2389, 0.2684, -0.3526, 1.2739, -0.3608, 0.7835, -0.9321, -0.4447, -0.4553, -0.9451, 0.4745, 0.4733, 0.3642, 0.3676, 0.4755, -0.6852, 0.9774, -0.2218, -0.6952, -0.5164, -1.0440, 0.7168, -0.5282, -0.2605, 0.1086, -0.4269, -0.3858, 0.4789, -0.6216, -0.2659, 0.0031, 0.1063, 0.2966, 0.3495, 0.2712, 0.4188, 0.2903, 0.4427, 0.3953], "energy_ha": -7129.7191, "orbital_gap_ev": 7.179, "relative_energy_ev": 0.1985, "homo_ev": -5.002, "total_charge": -1, "lumo_energy_ev": 2.176}

***

No. 4
{"formula": "C22H20Br4CrN4O5P", "method": "wB97M-V/def2-TZVPD", "symbols": ["Cr", "N", "N", "C", "O", "O", "H", "H", "H", "Br", "C", "C", "C", "Br", "C", "C", "C", "C", "N", "C", "C", "O", "H", "H", "H", "H", "Br", "C", "C", "C", "Br", "C", "C", "C", "C", "N", "C", "C", "O", "H", "H", "H", "H", "C", "P", "C", "C", "O", "H", "H", "H", "H", "H", "H", "H", "H", "H"], "xyz": [[-0.278, 0.240, 0.147], [-1.619, 3.200, 0.448], [-1.729, 3.211, -0.945], [-1.575, 2.041, -1.660], [-1.425, 2.107, -2.878], [-1.652, 0.920, -0.996], [-2.251, 3.881, 0.844], [-0.666, 3.371, 0.748], [-1.385, 4.014, -1.452], [2.795, 3.901, -1.455], [3.214, 2.367, -0.441], [4.548, 2.125, -0.067], [4.886, 1.023, 0.665], [6.698, 0.748, 1.141], [3.896, 0.089, 1.059], [4.114, -1.087, 1.811], [3.060, -1.903, 2.114], [1.772, -1.565, 1.665], [1.542, -0.482, 0.968], [2.570, 0.351, 0.666], [2.190, 1.510, -0.087], [0.935, 1.672, -0.392], [5.309, 2.831, -0.368], [5.115, -1.327, 2.142], [3.202, -2.805, 2.693], [0.916, -2.193, 1.882], [-1.436, 2.457, 4.416], [-2.262, 0.978, 3.593], [-3.450, 0.452, 4.136], [-4.081, -0.614, 3.562], [-5.672, -1.281, 4.343], [-3.560, -1.216, 2.390], [-4.113, -2.305, 1.682], [-3.496, -2.754, 0.547], [-2.325, -2.124, 0.094], [-1.779, -1.120, 0.735], [-2.377, -0.667, 1.868], [-1.694, 0.428, 2.469], [-0.569, 0.804, 1.907], [-3.861, 0.910, 5.025], [-5.021, -2.769, 2.043], [-3.902, -3.584, -0.014], [-1.824, -2.439, -0.812], [-1.114, -0.945, -3.679], [0.424, -0.952, -2.773], [1.356, -2.390, -3.313], [1.351, 0.491, -3.269], [0.236, -1.075, -1.268], [-0.911, -1.004, -4.749], [-1.629, -0.010, -3.450], [-1.719, -1.801, -3.378], [1.517, -2.363, -4.391], [0.805, -3.294, -3.054], [2.320, -2.406, -2.804], [1.530, 0.456, -4.344], [2.304, 0.515, -2.738], [0.771, 1.382, -3.025]], "forces_ev_per_angstrom": [[0.1, 0.1, 0.0], [0.0, 0.0, 0.0], [0.1, -0.1, -0.1], [0.0, 0.2, 0.1], [0.0, 0.0, 0.0], [0.0, -0.1, 0.0], [0.0, 0.0, 0.0], [0.0, 0.0, 0.0], [0.0, 0.0, 0.0], [0.0, 0.0, 0.0], [0.0, 0.0, 0.0], [0.0, 0.0, 0.0], [0.0, 0.0, 0.0], [0.0, 0.0, 0.0], [0.0, 0.0, 0.0], [0.0, 0.0, 0.0], [0.0, 0.0, 0.0], [0.0, 0.0, 0.0], [0.0, -0.1, 0.0], [0.0, 0.0, 0.0], [0.0, 0.0, 0.0], [0.0, 0.0, 0.0], [0.0, 0.0, 0.0], [0.0, 0.0, 0.0], [0.0, 0.0, 0.0], [0.0, 0.0, 0.0], [0.0, 0.0, 0.0], [0.0, 0.0, 0.0], [0.0, 0.0, 0.0], [0.0, 0.0, 0.0], [0.0, 0.0, 0.0], [0.0, 0.0, 0.0], [0.0, 0.0, 0.0], [0.0, 0.0, 0.0], [0.0, 0.0, 0.0], [-0.1, -0.1, 0.0], [0.0, 0.0, 0.0], [0.0, 0.0, -0.1], [-0.1, 0.1, 0.0], [0.0, 0.0, 0.0], [0.0, 0.0, 0.0], [0.0, 0.0, 0.0], [0.0, 0.0, 0.0], [0.0, 0.0, 0.0], [0.0, 0.0, 0.0], [0.0, 0.0, 0.0], [0.0, 0.0, 0.0], [0.0, 0.0, 0.0], [0.0, 0.0, 0.0], [0.0, 0.0, 0.0], [0.0, 0.0, 0.0], [0.0, 0.0, 0.0], [0.0, 0.0, 0.0], [0.0, 0.0, 0.0], [0.0, 0.0, 0.0], [0.0, 0.0, 0.0], [0.0, 0.0, 0.0]], "mulliken_spin": [1.0220, 0.0004, -0.0004, 0.0010, -0.0013, -0.0035, -0.0001, 0.0002, 0.0003, 0.0006, 0.0148, -0.0057, 0.0104, 0.0004, -0.0090, 0.0096, -0.0055, 0.0123, -0.0211, 0.0120, -0.0128, -0.0141, -0.0004, 0.0008, -0.0001, 0.0006, 0.0002, -0.0101, 0.0016, -0.0016, -0.0002, 0.0024, -0.0026, 0.0007, -0.0062, -0.0050, 0.0065, 0.0134, -0.0193, 0.0000, -0.0001, 0.0000, -0.0007, 0.0007, -0.0001, 0.0002, 0.0008, 0.0083, 0.0000, 0.0004, 0.0002, -0.0001, -0.0002, -0.0003, -0.0003, 0.0001, -0.0004], "s_squared": 0.766, "energy_ha": -13127.6540, "orbital_gap_ev": [7.459, 7.525], "relative_energy_ev": 0.2097, "homo_ev": [-7.776, -7.850], "spin_multiplicity": 2, "total_charge": 0, "lumo_energy_ev": [-0.317, -0.325]}